# 1
ORCA calculation (wB97M-V/def2-TZVPD) on the molecule C8H14 at a distorted geometry.

Summary:
Kohn-Sham gap = 9.440 eV
Relative energy (zero: lowest compared OMol25 entry of this formula, charge and spin) = 137.4 kJ/mol
Multiplicity = 1
HOMO level = -0.309 hartree
F_max = 1.25 eV/A

Each line ends with the Mulliken charge.
CARTESIAN COORDINATES (ANGSTROEM)
C -0.6938 -1.0654 0.9941  -0.15
H -1.4708 0.9090 0.7056  0.49
H 0.1761 -0.8921 1.6347  0.44
H -2.8376 -0.8409 1.5073  0.37
C 2.1545 2.3278 0.5509  -0.81
C -0.9036 0.1876 0.1108  -1.04
H 2.0923 0.5907 -1.5498  0.26
C 1.0806 0.2335 -1.4069  -0.25
C 0.5532 -0.8078 -2.3353  -1.24
C 0.3881 0.7661 -0.3923  0.84
H -2.2752 -2.4826 1.3162  0.32
H -0.5378 -0.7704 -2.3855  0.31
H 0.1676 2.3635 1.0492  0.20
H 2.4196 3.2222 1.1071  0.26
H 0.9372 -0.7281 -3.3498  0.37
H 2.9891 1.9658 -0.0496  0.23
C -1.9880 -1.5030 1.6855  -1.20
C 0.9029 1.9105 0.3869  -0.41
H 0.6417 -1.8439 -1.9752  0.27
H -0.3531 -1.8667 0.3353  0.12
H -1.5750 -0.1045 -0.7048  0.31
H -1.8679 -1.5714 2.7656  0.29

# 2
ORCA calculation (wB97M-V/def2-TZVPD) on the molecule C8H14 at a distorted geometry.

Summary:
Kohn-Sham gap = 9.654 eV
Relative energy (zero: lowest compared OMol25 entry of this formula, charge and spin) = 116.4 kJ/mol
Multiplicity = 1
HOMO level = -0.308 hartree
F_max = 1.38 eV/A

Each line ends with the Mulliken charge.
CARTESIAN COORDINATES (ANGSTROEM)
H -0.1556 0.0023 2.0145  0.33
C -1.2126 -2.5608 -0.9812  -0.02
H -2.2954 -4.1855 0.0214  0.31
H 2.0040 1.2158 1.6947  0.38
H -0.3965 2.4925 0.3329  0.34
H 1.4307 4.5683 0.0309  0.34
H 0.5018 3.1189 1.6874  0.32
C -0.8112 -1.9439 0.1178  -0.40
C 0.3407 0.0860 1.0481  -0.31
C 0.6132 2.6355 0.7179  -0.26
C -2.0583 -3.8050 -0.9736  -1.19
H -2.9782 -3.6146 -1.5264  0.30
H 0.5138 -0.5623 -0.8905  0.23
H -1.0425 -2.2025 -1.9896  0.33
C 1.2750 1.2544 0.8856  -0.84
H 1.8581 1.0657 -0.0185  0.37
H 2.4474 3.2140 -0.3393  0.34
H -0.9141 -2.4376 1.0775  0.27
H -1.5244 -4.6291 -1.4635  0.30
C 0.0352 -0.7484 0.0650  -0.23
C 1.4013 3.5154 -0.2555  -1.19
H 0.9676 3.5206 -1.2557  0.30

# 3
ORCA calculation (wB97M-V/def2-TZVPD) on an isolated ion of composition C8H14BN2O2 and charge +1 at a distorted geometry.

Summary:
Kohn-Sham gap = 7.436 eV
Relative energy (zero: lowest compared OMol25 entry of this formula, charge and spin) = 0.0 kJ/mol
Multiplicity = 1
HOMO level = -0.454 hartree
Total charge = +1
F_max = 4.36 eV/A

Each line ends with the Mulliken charge.
CARTESIAN COORDINATES (ANGSTROEM)
H -0.7769 -1.0457 -1.8531  0.33
C -0.8043 -1.8100 0.6625  -1.04
H 2.0048 1.0231 -0.8363  0.57
C 0.8157 -0.0100 0.9705  0.03
O 0.0325 -0.1404 -4.3899  -0.51
C -0.0441 -0.3707 -1.3302  -0.79
H 1.9483 2.0687 -2.2328  0.38
H -0.9936 -2.6792 -0.0609  0.43
C 0.4716 0.6233 -2.0607  0.64
H -2.5600 -0.8011 0.5272  0.37
H -0.1600 -2.4847 1.3828  0.35
H -0.2157 -0.1348 -5.3450  0.31
C 0.0510 -0.6706 0.0702  0.77
H -2.3339 0.1486 2.8396  0.26
N 1.3203 0.7049 1.7984  -0.03
C -1.9725 -1.2225 1.3573  -0.57
H -0.6830 2.3058 -4.7490  0.30
H -1.0938 -0.8860 3.2978  0.26
H 0.5680 2.2647 -1.0255  0.30
C 1.9751 1.3949 2.6070  -0.17
H 2.0706 1.2645 3.6860  0.27
N -1.4872 -0.3236 2.4406  -0.57
B -0.0064 0.9267 -3.5822  0.64
H -2.6205 -2.0648 1.7233  0.31
C 1.3688 1.5826 -1.4567  -1.61
O -0.4491 2.1868 -3.8510  -0.50
H 2.5491 2.1318 2.1077  0.27

# 4
ORCA calculation (wB97M-V/def2-TZVPD) on the molecule C8H14BNO3 at a distorted geometry.

Summary:
Kohn-Sham gap = 8.369 eV
Multiplicity = 1
HOMO level = -0.290 hartree
F_max = 2.20 eV/A

Each line ends with the Mulliken charge.
CARTESIAN COORDINATES (ANGSTROEM)
H 1.8142 2.5917 1.1462  0.31
H -0.4374 -3.9091 -0.7042  0.28
H 2.0909 -0.7577 1.7997  0.33
C 1.2297 2.9887 0.3249  -1.08
C -0.9350 -3.3411 -1.4816  -0.98
C 1.0587 -0.2331 0.0582  0.03
H 1.5722 0.8852 1.9700  0.32
H -0.5033 -3.5974 -2.4473  0.35
O -0.0681 -1.0863 3.3785  -0.59
H -1.5188 -1.2807 -2.8999  0.29
H -1.9767 -3.6524 -1.5078  0.29
O -0.8730 -0.8536 1.2498  -0.41
H 0.4512 -2.1978 0.5393  0.12
H 0.7569 3.9310 0.5698  0.34
O -1.4740 -0.9255 -2.0131  -0.48
B -0.8602 -1.7865 -1.1662  0.39
H -1.7591 2.0093 0.6514  0.22
H -1.3836 3.5116 -0.2227  0.48
C -1.2397 2.4351 -0.1992  -1.28
C 0.0610 -0.7141 2.2365  0.51
N 0.5050 0.8823 -0.7045  -0.35
H 1.9222 3.1449 -0.4928  0.31
C -0.0692 -1.3171 0.1373  -0.06
C 0.1939 2.0134 -0.2046  0.69
C 1.2779 -0.0689 1.5661  -0.88
H 1.8676 -0.7174 -0.4844  0.57
H -1.7034 2.0453 -1.0993  0.29

# 5
ORCA calculation (wB97M-V/def2-TZVPD) on C8H14BrClCuN2O4 as an isolated structure at a distorted geometry.

Summary:
Kohn-Sham gap = 6.944 eV
Relative energy (zero: lowest compared OMol25 entry of this formula, charge and spin) = 0.0 kJ/mol
Multiplicity = 1
HOMO level = -0.167 hartree
Total charge = -1
F_max = 5.73 eV/A

Each line ends with the Mulliken charge.
CARTESIAN COORDINATES (ANGSTROEM)
H 2.6124 -1.1240 1.0324  0.35
H -3.6215 -1.9449 1.6384  0.27
H 4.0605 0.2157 -2.1766  0.35
H -1.9764 -2.7627 1.4281  0.27
O -0.5727 1.3089 -0.9435  -0.61
C -2.7094 -1.6010 -0.1113  0.37
Br -2.1843 -1.4484 -5.0637  -0.71
C 3.6714 0.3762 -0.0970  -0.30
Cl -0.4360 2.5126 -1.6941  1.66
H 1.5428 0.2699 0.6770  0.17
N 1.0767 -1.5556 -1.7658  -0.62
C -2.8798 -0.4077 3.4286  -1.39
O -1.7914 2.9920 -2.1046  -0.67
C 1.6333 -1.0639 -0.8183  0.31
H -3.9475 -0.3750 3.2117  0.40
H 3.9611 1.2566 0.4766  0.32
O 0.3472 3.4754 -1.0084  -0.65
H -2.5754 0.5983 3.7174  0.35
H -0.9889 -0.8375 2.4479  0.29
C 3.6829 0.9684 -1.4845  -1.08
C -2.0411 -0.7332 2.1834  -0.19
N -2.7535 -1.3875 -1.2654  -0.49
H -1.8910 0.1523 1.5657  0.24
H -2.6806 -1.1008 4.2458  0.31
H 4.3654 1.8151 -1.5585  0.35
C -2.5806 -1.8612 1.3258  -0.28
H 4.5121 -0.3176 -0.0910  0.19
H 2.7269 1.1994 -1.9545  0.17
Cu -1.1249 -0.4297 -2.6127  0.43
O 0.2179 2.1741 -2.9270  -0.67
C 2.3443 -0.3643 0.2982  -0.13

Copy entry 1 word for word.
ORCA calculation (wB97M-V/def2-TZVPD) on the molecule C8H14 at a distorted geometry.

Summary:
Kohn-Sham gap = 9.440 eV
Relative energy (zero: lowest compared OMol25 entry of this formula, charge and spin) = 137.4 kJ/mol
Multiplicity = 1
HOMO level = -0.309 hartree
F_max = 1.25 eV/A

Each line ends with the Mulliken charge.
CARTESIAN COORDINATES (ANGSTROEM)
C -0.6938 -1.0654 0.9941  -0.15
H -1.4708 0.9090 0.7056  0.49
H 0.1761 -0.8921 1.6347  0.44
H -2.8376 -0.8409 1.5073  0.37
C 2.1545 2.3278 0.5509  -0.81
C -0.9036 0.1876 0.1108  -1.04
H 2.0923 0.5907 -1.5498  0.26
C 1.0806 0.2335 -1.4069  -0.25
C 0.5532 -0.8078 -2.3353  -1.24
C 0.3881 0.7661 -0.3923  0.84
H -2.2752 -2.4826 1.3162  0.32
H -0.5378 -0.7704 -2.3855  0.31
H 0.1676 2.3635 1.0492  0.20
H 2.4196 3.2222 1.1071  0.26
H 0.9372 -0.7281 -3.3498  0.37
H 2.9891 1.9658 -0.0496  0.23
C -1.9880 -1.5030 1.6855  -1.20
C 0.9029 1.9105 0.3869  -0.41
H 0.6417 -1.8439 -1.9752  0.27
H -0.3531 -1.8667 0.3353  0.12
H -1.5750 -0.1045 -0.7048  0.31
H -1.8679 -1.5714 2.7656  0.29